# C35H52AsAuP3S

A structure of composition C35H52AsAuP3S in a non-equilibrium geometry (the ωB97M-V functional and the def2-TZVPD basis, the OMol25 dataset).

Cartesian coordinates (Å):
Au: -0.369 2.609 -1.307
P: 1.353 3.274 0.282
P: -1.876 2.013 0.941
P: -1.863 3.714 -2.639
H: -0.545 -1.126 -5.509
C: -0.203 -0.441 -6.278
C: 1.037 0.086 -6.253
H: 1.757 -0.071 -5.445
C: 2.423 2.325 1.415
C: 0.900 4.659 1.389
C: 2.630 4.032 -0.772
C: -3.354 0.911 0.884
C: -1.031 1.338 2.430
C: -2.654 3.533 1.640
C: -1.372 3.573 -4.367
C: -1.794 5.469 -2.157
C: -3.599 3.222 -2.493
H: -0.869 -0.238 -7.122
H: 1.389 0.650 -7.117
H: 3.167 1.781 0.830
H: 1.858 1.598 1.996
H: 2.941 2.989 2.125
H: 0.323 4.314 2.253
H: 0.310 5.403 0.848
H: 1.805 5.149 1.769
H: 2.941 3.290 -1.513
H: 3.505 4.332 -0.179
H: 2.219 4.905 -1.284
H: -4.035 1.094 1.732
H: -3.053 -0.146 0.901
H: -3.901 1.099 -0.051
H: -1.659 1.495 3.324
H: -0.071 1.845 2.587
H: -0.850 0.263 2.291
H: -3.173 3.278 2.579
H: -3.380 3.940 0.920
H: -1.883 4.292 1.837
H: -2.132 4.027 -5.021
H: -1.241 2.506 -4.607
H: -0.409 4.090 -4.495
H: -2.469 6.058 -2.794
H: -0.768 5.840 -2.274
H: -2.091 5.590 -1.106
H: -4.220 3.841 -3.160
H: -3.945 3.341 -1.454
H: -3.689 2.166 -2.785
C: 0.138 -1.080 -1.383
C: -1.260 -0.923 -1.527
C: -1.930 -1.566 -2.576
C: -1.191 -2.266 -3.539
C: 0.205 -2.202 -3.531
C: 0.866 -1.523 -2.509
S: 1.066 -0.556 -0.013
H: 1.147 -1.456 1.186
H: -1.835 -0.339 -0.808
H: -3.018 -1.581 -2.630
H: -1.711 -2.805 -4.340
H: 0.787 -2.648 -4.332
H: 1.946 -1.406 -2.512
C: 0.673 -1.071 6.327
C: 1.735 -0.665 5.515
C: 1.920 -1.248 4.249
C: 0.983 -2.218 3.839
C: -0.048 -2.686 4.674
C: -0.207 -2.090 5.936
As: 1.042 -2.926 2.050
C: 2.789 -3.550 1.555
C: 3.509 -3.016 0.476
C: 4.792 -3.506 0.217
C: 5.328 -4.531 1.005
C: 4.582 -5.077 2.057
C: 3.302 -4.598 2.338
C: -0.548 -3.513 1.096
C: -0.364 -4.204 -0.106
C: -1.495 -4.513 -0.879
C: -2.750 -4.071 -0.454
C: -2.927 -3.350 0.737
C: -1.800 -3.050 1.517
H: 0.522 -0.591 7.296
H: 2.416 0.118 5.849
H: 2.735 -0.950 3.593
H: -0.705 -3.471 4.324
H: -1.014 -2.415 6.585
H: 3.056 -2.236 -0.141
H: 5.372 -3.088 -0.606
H: 6.318 -4.911 0.792
H: 4.989 -5.880 2.657
H: 2.684 -5.018 3.132
H: 0.645 -4.459 -0.459
H: -1.375 -5.054 -1.815
H: -3.623 -4.267 -1.091
H: -3.909 -3.018 1.043
H: -1.896 -2.440 2.415

Calculated values
Multiplicity   3
Highest occupied orbital energy (spin up / spin down)   -14.905 / -15.844 eV
Total charge   +3
Energy above the lowest of the compared OMol25 structures with the same formula, charge and spin   32.2 kcal/mol
HOMO-LUMO gap (spin up / spin down)   0.2599 / 0.1700 hartree